Below is one molecule with the formula C4H7NO at a distorted geometry, with properties calculated with wB97M-V/def2-TZVPD.

Cartesian coordinates (Å):
C 0.457 0.529 -1.660
N 0.763 -0.757 -0.978
C -0.514 -0.113 -0.758
C -0.638 0.405 0.654
C -0.243 -0.517 1.724
O 0.600 0.566 1.338
H 0.892 1.462 -1.306
H 0.660 0.159 -2.653
H 1.393 -0.524 -0.219
H -1.417 -0.594 -1.136
H -1.366 1.184 0.874
H -0.672 -0.429 2.718
H 0.122 -1.509 1.451

As for the SMILES: C1N[C@H]1[C@H]1CO1. Its spin multiplicity is 1. The energy relative to the best compared isomer or geometry (same formula, charge and spin) is 80.9 kcal/mol. The LUMO energy is 1.17 eV. As for the HOMO-LUMO gap: 10.855 eV. As for the total energy: -7796.1370 eV.

Here are the Mulliken charges for atoms 1 to 5, given in e: -0.471 -0.641 -0.019 -0.127 -0.379